Entry 1:
20
Properties=species:S:1:pos:R:3:forces:R:3:lowdin_charge:R:1 method="wB97M-V/def2-TZVPD" homo_ha=-0.3123 charge=0 gap_ev=9.4 e_above_lowest_kj_mol=807.1 spin_multiplicity=1
C 0.309 1.776 0.090 -3.2705 5.7685 0.3084 -0.08
C 0.553 0.405 0.053 0.8253 -7.7841 2.9315 -0.49
C 1.742 -0.437 0.597 5.4085 4.2390 -1.3178 -0.17
C -0.448 -0.802 0.263 -2.6122 -0.5230 1.4829 -0.27
C -1.986 -0.870 0.296 -1.9097 -1.0850 -0.8859 -0.21
H -0.911 1.492 -0.524 3.4497 2.6046 1.3805 0.18
H -0.098 2.282 1.116 1.0384 -1.8508 -2.1668 0.11
H 1.228 2.719 -0.200 -2.8736 -3.4443 0.0329 0.16
H 1.662 -1.499 0.706 -0.8398 0.0106 1.0998 0.07
H 2.244 0.220 1.470 -1.1161 -2.0966 -1.5506 0.15
H 2.186 -0.924 -1.304 2.0440 1.5126 0.2185 0.06
H 3.526 0.285 -0.586 -2.4025 -2.1913 -0.9661 0.09
H -0.194 -1.790 0.778 0.7026 1.5101 -0.9269 0.14
H -2.293 -1.975 -0.190 0.8956 2.5191 0.7001 0.15
H -2.654 -0.908 1.220 1.8692 0.1819 -0.4400 0.12
H -3.384 0.476 -0.528 -0.9858 -0.0181 -0.1246 0.08
H -1.961 0.304 -1.250 2.1278 0.0923 -5.1989 0.00
N 2.859 -0.585 -0.555 -0.8887 1.2130 1.8332 -0.05
N -2.419 0.286 -0.456 -1.8184 -0.3474 4.4852 0.00
O 0.038 -0.455 -0.996 0.3561 -0.3111 -0.8955 -0.05

Entry 2:
13
Properties=species:S:1:pos:R:3:forces:R:3:lowdin_charge:R:1 method="wB97M-V/def2-TZVPD" homo_ha=-0.3621 charge=0 gap_ev=10.7 e_above_lowest_kj_mol=148.6 spin_multiplicity=1
C 0.139 -2.284 0.108 -0.1026 -0.0524 -0.1201 -0.03
C -0.196 1.389 -0.197 0.0176 -0.0634 0.5746 -0.65
C 0.569 -0.989 0.644 -0.1723 0.7061 -0.1978 -0.26
N -0.909 2.262 -0.953 0.0732 -0.0738 -0.0596 0.18
O 0.558 1.836 0.713 -0.2029 0.0595 -0.4393 0.01
N 1.250 -0.429 1.448 -0.0984 0.3246 -0.0735 0.19
O -0.391 0.135 -0.441 0.3812 -0.2471 0.2519 -0.01
H -1.468 1.919 -1.714 0.0667 0.0205 0.0660 0.11
H -0.747 3.248 -0.842 0.0142 -0.1016 0.0132 0.11
H 1.105 0.715 1.318 -0.0194 -0.6402 -0.0679 0.07
H -0.942 -2.379 0.201 0.0486 0.0032 0.0184 0.09
H 0.394 -2.347 -0.949 0.0108 0.0004 0.0522 0.09
H 0.638 -3.077 0.665 -0.0168 0.0642 -0.0181 0.09

Entry 3:
151
Properties=species:S:1:pos:R:3:forces:R:3:lowdin_charge:R:1 method="wB97M-V/def2-TZVPD" homo_ha=-0.3250 charge=0 smiles="CCOS(C)(=O)=O.CCOS(C)(=O)=O.CCOS(C)(=O)=O.CCOS(C)(=O)=O.O=S1(=O)OCCO1.O=S1(=O)OCCO1.O=S1(=O)OCCO1.O=S1(=O)OCCO1.O=S1(=O)OCCO1.c1ccccc1.c1ccccc1.c1ccccc1" gap_ev=8.5 spin_multiplicity=1
C 4.444 5.613 -0.072 0.4013 0.5078 1.5457 -0.18
C 3.530 5.166 1.072 -1.2714 0.3418 -0.5879 -0.17
O 3.518 3.740 1.026 0.8838 -1.1845 -0.7746 -0.21
S 4.271 3.178 -0.334 0.0000 -0.2461 -0.4490 0.68
O 3.420 2.287 -1.089 0.7917 1.2485 1.3560 -0.23
O 5.637 2.798 -0.079 -1.5814 0.4117 0.2592 -0.22
O 4.259 4.619 -1.050 -0.0065 -0.5576 -0.4810 -0.18
H 5.470 5.656 0.303 0.1751 -0.1527 -0.4101 0.13
H 4.167 6.593 -0.450 -0.0914 -0.1503 -0.2738 0.14
H 2.512 5.499 0.844 -0.0575 -0.1737 -0.0154 0.11
H 3.725 5.516 2.084 0.6630 -0.1366 -0.1000 0.13
C -0.615 0.335 0.516 -2.4346 -0.4372 1.3837 -0.20
C 0.747 0.519 1.050 1.4280 2.0112 -0.9666 -0.18
O 1.428 -0.685 0.756 0.7713 -2.4320 -0.0146 -0.21
S 0.714 -1.673 -0.304 -1.2915 1.7852 -1.4938 0.68
O 0.247 -2.924 0.216 0.5650 1.1529 0.2963 -0.21
O 1.433 -1.710 -1.557 -0.3604 0.1578 1.5323 -0.24
O -0.554 -0.614 -0.519 1.1296 -1.5805 -0.5436 -0.20
H -1.162 1.216 0.185 0.5809 0.1814 -0.3890 0.12
H -1.262 -0.060 1.314 0.0342 -0.2143 -0.0534 0.12
H 0.855 0.807 2.095 -0.2677 -0.6072 0.1360 0.12
H 1.281 1.300 0.495 -0.0609 -0.0418 -0.0310 0.12
C -4.307 2.774 -1.733 -0.3324 -0.8042 1.1107 -0.18
C -3.182 3.478 -0.954 1.0222 -0.2118 -1.0647 -0.15
O -3.312 4.859 -1.265 -0.8569 1.3060 0.0380 -0.22
S -4.735 5.225 -1.949 0.9308 -1.4127 -0.3290 0.69
O -4.460 6.212 -2.959 -0.7451 -1.0946 1.1721 -0.23
O -5.757 5.347 -0.949 0.7706 0.2392 -0.9366 -0.22
O -4.875 3.714 -2.639 0.1716 1.6092 0.2527 -0.19
H -5.060 2.399 -1.039 -0.2220 0.2684 -0.0958 0.10
H -3.925 1.912 -2.275 0.0135 0.2307 -0.3224 0.11
H -2.226 3.203 -1.410 0.0228 -0.0760 0.1231 0.13
H -3.079 3.314 0.117 -0.7095 -0.0470 0.0435 0.11
C 4.538 -1.199 1.084 -0.0375 1.0574 0.3718 -0.18
C 4.634 -1.099 -0.424 0.3634 1.7037 -0.5211 -0.17
O 5.831 -1.771 -0.842 0.5854 -0.1095 0.3795 -0.19
S 6.930 -1.571 0.345 -1.1570 -0.7077 -0.8963 0.66
O 7.492 -0.248 0.306 -0.7448 -0.9902 0.2825 -0.23
O 7.776 -2.720 0.354 -0.4580 0.8455 0.2407 -0.22
O 5.781 -1.742 1.463 1.5803 -0.8801 1.0300 -0.19
H 3.650 -1.724 1.437 0.6153 -0.6515 0.2317 0.12
H 4.532 -0.212 1.560 -0.4914 0.0464 -0.3124 0.12
H 4.834 -0.039 -0.605 -0.4900 -0.0120 -0.5683 0.11
H 3.753 -1.436 -0.959 0.2915 -0.2797 -0.2120 0.10
C -3.866 -2.419 -2.066 0.8021 0.6472 0.6221 -0.16
C -2.582 -3.250 -1.901 1.1612 1.1999 -0.4671 -0.15
O -2.528 -3.736 -0.555 -1.5438 0.1027 0.9635 -0.20
S -3.854 -3.267 0.281 -1.2417 -0.5381 -1.2892 0.65
O -3.661 -2.080 1.048 0.7370 -0.2671 -0.3441 -0.22
O -4.518 -4.380 0.874 0.8322 0.3296 -0.1509 -0.21
O -4.727 -2.879 -1.041 -0.1424 -0.7996 0.6487 -0.19
H -4.302 -2.498 -3.058 -0.2634 -0.2809 0.1892 0.13
H -3.695 -1.363 -1.829 0.3286 -0.0064 -0.4057 0.12
H -1.699 -2.611 -1.980 -0.1558 0.1531 -0.2933 0.11
H -2.442 -4.024 -2.653 -0.4364 -0.4730 0.4277 0.12
O -1.373 0.438 -3.012 -0.1915 0.4615 0.1193 -0.26
S -1.882 -0.018 -4.257 -0.0561 -0.0161 -0.7206 0.60
O -1.617 -1.374 -4.657 -0.6123 0.3488 0.0914 -0.28
O -3.497 0.261 -4.159 1.7001 0.0739 -0.0163 -0.27
C -4.280 -0.172 -5.256 -1.0160 0.0567 -1.6103 -0.30
C -5.752 0.092 -4.929 0.0889 -1.3438 0.4315 -0.04
C -1.350 1.040 -5.625 -0.8443 -0.4844 -0.2268 -0.10
H -4.014 -1.201 -5.519 -0.4607 -0.1821 0.4855 0.12
H -4.082 0.345 -6.206 0.5206 0.5457 0.4387 0.11
H -6.406 -0.017 -5.793 0.2895 0.1861 -0.2348 0.08
H -5.929 1.056 -4.459 0.2224 0.0821 -0.0735 0.08
H -6.083 -0.705 -4.256 -0.1145 0.2769 0.2848 0.07
H -1.845 2.008 -5.584 0.3771 0.1565 0.4345 0.08
H -1.687 0.590 -6.560 -0.0541 -0.2857 0.1753 0.07
H -0.265 1.053 -5.673 0.0069 0.1988 0.4383 0.08
O 2.623 0.489 3.796 0.6246 0.8954 0.4203 -0.29
S 3.491 1.096 4.780 -0.9011 -0.1144 0.4924 0.62
O 4.903 0.857 4.754 -0.4149 0.3362 -0.0050 -0.26
O 3.193 2.707 4.770 -0.1954 -1.6169 -0.3421 -0.28
C 4.166 3.645 5.232 0.1725 1.4054 -0.1836 -0.27
C 4.490 3.544 6.717 0.1146 0.4852 -0.3445 -0.07
C 2.803 0.626 6.396 0.8068 0.3550 -1.0025 -0.09
H 3.663 4.601 5.054 -0.2809 -0.1045 0.2399 0.11
H 4.992 3.735 4.524 0.3504 -0.7645 0.3456 0.12
H 5.284 2.837 6.948 -0.4063 -0.4266 0.0599 0.08
H 3.534 3.392 7.219 0.2210 -0.4531 0.2877 0.08
H 4.848 4.495 7.117 0.0308 0.1427 -0.3612 0.08
H 2.842 -0.460 6.405 -0.0483 -0.0066 0.1172 0.06
H 1.786 1.000 6.453 -0.0034 -0.0258 0.0206 0.08
H 3.466 1.063 7.137 -0.1628 -0.1137 0.1628 0.05
O -1.761 3.086 2.430 -0.5991 -0.0231 -1.0655 -0.26
S -0.770 4.049 2.097 1.5986 3.2117 1.9839 0.61
O 0.306 3.849 1.173 -0.3359 -0.9863 -0.3890 -0.28
O -1.391 5.523 1.739 -1.2371 -0.8544 -0.0159 -0.25
C -0.664 6.368 0.843 2.3757 0.1804 -0.8705 -0.29
C -1.297 7.620 0.209 -1.0454 -2.0493 1.0500 -0.04
C -0.053 4.534 3.694 -0.5857 -1.3166 -0.9762 -0.08
H -0.231 5.736 0.067 -0.5288 -0.0172 -0.2333 0.10
H 0.255 6.731 1.327 -0.1858 -0.1424 0.5589 0.11
H -1.374 8.410 0.949 0.1287 0.3106 -0.3057 0.08
H -2.299 7.321 -0.106 -0.0020 0.4075 -0.3145 0.07
H -0.663 7.800 -0.653 -0.0992 0.5698 0.0190 0.09
H -0.822 5.071 4.240 0.1659 0.2407 -0.0115 0.07
H 0.879 5.051 3.498 -0.0549 0.1702 0.2155 0.06
H 0.088 3.554 4.151 0.4225 0.1955 0.2929 0.06
O 0.986 -8.668 -1.287 0.2332 0.6046 -0.8537 -0.27
S 1.000 -7.254 -1.526 -1.4781 0.8019 -0.4023 0.62
O 2.224 -6.504 -1.583 -0.4738 -0.3054 0.0257 -0.28
O 0.133 -6.918 -2.887 0.5707 -1.4593 0.7465 -0.27
C 0.089 -5.587 -3.417 -0.2632 0.2138 -0.0541 -0.26
C -0.902 -5.573 -4.585 1.2544 0.7133 -0.1604 -0.06
C -0.143 -6.593 -0.331 0.4803 0.2531 0.5181 -0.11
H 1.094 -5.309 -3.730 -0.0707 0.2460 0.0655 0.10
H -0.281 -4.920 -2.633 0.2890 0.1291 0.0406 0.09
H -1.035 -4.547 -4.945 -0.3238 0.2108 0.6438 0.07
H -1.846 -6.019 -4.287 -0.0197 -0.2017 -0.3783 0.08
H -0.409 -5.963 -5.477 -0.4308 -0.9570 0.1813 0.08
H -0.490 -5.583 -0.541 0.2721 0.0288 -0.1666 0.04
H 0.428 -6.582 0.598 -0.1285 0.0713 0.0724 0.08
H -0.999 -7.252 -0.218 0.1307 -0.1883 -0.2352 0.08
C 0.699 -2.579 4.702 0.8686 0.0812 -1.0808 -0.08
C 0.185 -3.677 5.367 -0.4007 -0.3726 0.8728 -0.10
C -0.969 -4.310 4.931 0.1529 0.2116 0.0068 -0.09
C -1.592 -3.874 3.774 -0.4125 -0.6021 1.0859 -0.08
C -1.037 -2.830 3.091 -0.3495 1.1310 -1.1044 -0.10
C 0.129 -2.188 3.495 -0.8714 -0.5589 0.4756 -0.07
H 1.626 -2.086 4.970 -0.0615 -0.1032 0.4304 0.08
H 0.581 -4.055 6.303 0.4009 0.2970 -0.0614 0.10
H -1.427 -5.084 5.534 0.1516 -0.1247 -0.0553 0.10
H -2.554 -4.327 3.564 0.0515 0.2009 -0.5798 0.11
H -1.576 -2.400 2.253 0.1318 -0.2870 -0.1220 0.07
H 0.489 -1.386 2.872 0.3438 0.1081 0.3067 0.07
C 4.399 -2.539 -4.200 -0.1635 -0.7456 -0.4090 -0.08
C 5.181 -2.591 -5.363 0.1723 0.6795 0.9643 -0.10
C 5.394 -3.780 -6.020 -0.0154 -0.0430 -0.7541 -0.11
C 4.751 -4.921 -5.590 -0.9254 -0.0832 -0.8338 -0.11
C 3.846 -4.853 -4.557 1.0378 -0.5262 1.6562 -0.10
C 3.773 -3.708 -3.755 -0.3881 0.4967 -0.7718 -0.07
H 4.212 -1.609 -3.680 0.2695 0.0446 0.0578 0.10
H 5.704 -1.698 -5.681 -0.1418 0.0468 -0.1460 0.10
H 5.954 -3.795 -6.948 0.2730 -0.0143 0.1839 0.10
H 4.763 -5.852 -6.145 0.4708 0.0676 -0.0678 0.10
H 3.476 -5.820 -4.231 -0.5977 0.2763 0.1819 0.10
H 3.161 -3.658 -2.864 -0.0462 -0.2114 0.0083 0.09
C -4.984 1.324 3.292 0.3851 0.6879 -0.0380 -0.09
C -4.520 0.970 2.036 0.1056 -0.5569 -0.3344 -0.11
C -5.393 0.655 1.008 -0.2122 0.6515 0.5816 -0.10
C -6.748 0.669 1.324 -0.5311 -0.8389 -0.2481 -0.09
C -7.200 0.832 2.621 0.1237 0.6666 1.0229 -0.09
C -6.329 1.247 3.643 0.7457 0.1446 -1.1865 -0.07
H -4.219 1.845 3.862 -0.2871 -0.4416 0.7621 0.10
H -3.449 0.892 1.884 -0.0101 0.3693 -0.1252 0.08
H -5.007 0.551 0.004 -0.2020 -0.4504 -0.0391 0.09
H -7.532 0.454 0.606 0.2911 -0.0074 -0.3274 0.10
H -8.255 0.742 2.843 -0.0511 0.0295 -0.1329 0.10
H -6.633 1.636 4.603 -0.3323 -0.3305 0.0709 0.10